DFT (ωB97M-V/def2-TZVPD) results for 2 unconnected molecules or ions with the total composition C5H10O2.

Last column: Löwdin charge in e.
Geometry (Å):
1 H 1.995 0.953 1.683  0.08
2 H -4.318 0.480 -1.162  0.09
3 H 1.491 -1.556 1.519  0.10
4 C -0.084 -0.590 0.419  -0.18
5 O -0.392 -0.015 -1.890  0.02
6 H -0.622 -1.515 0.177  0.12
7 H 3.338 -0.032 1.094  0.07
8 C -3.218 0.554 -1.086  -0.10
9 H -0.549 -0.142 1.305  0.11
10 H -0.036 1.419 -0.514  0.13
11 C 2.327 0.315 0.856  -0.11
12 C 1.408 -0.896 0.649  -0.25
13 H 1.766 -1.462 -0.219  0.11
14 H 2.413 0.944 -0.039  0.07
15 H -2.625 0.243 -1.965  0.08
16 O -2.684 0.950 -0.078  -0.01
17 C -0.210 0.351 -0.747  -0.32

Computed properties:
Largest force on an atom, eV/Å: 0.50
Structure (SMILES): CCCC=O.C=O
Frontier orbital gap, eV: 10.4
HOMO, eV: -9.574
Net charge: 0
ΔE to the lowest compared entry with this formula, charge and spin, kJ/mol: 202.8
Spin multiplicity: 1

DFT (ωB97M-V/def2-TZVPD) results for C5H8N2 in the gas phase in a non-equilibrium geometry.

Last column: Löwdin charge in e.
Geometry (Å):
1 N 0.019 2.709 0.984  0.16
2 H 0.104 -0.743 1.290  0.04
3 H -2.041 -1.254 -0.408  0.08
4 H 1.868 -0.568 1.481  0.09
5 C 0.781 0.933 -0.760  -0.23
6 C 1.071 -0.975 0.857  -0.09
7 H 1.147 -2.062 0.768  0.09
8 C 0.399 1.897 0.252  -0.19
9 H -1.517 -0.394 0.995  0.07
10 N 1.090 -0.457 -0.493  -0.09
11 C -0.237 -0.175 -0.997  -0.23
12 H -2.184 0.524 -0.290  0.08
13 H 1.411 1.388 -1.533  0.14
14 C -1.531 -0.331 -0.110  -0.05
15 H -0.380 -0.492 -2.035  0.13

Computed properties:
Largest force on an atom, eV/Å: 1.00
Structure (SMILES): C[C@H]1[C@@H](C#N)N1C
Frontier orbital gap, eV: 10.5
HOMO, eV: -9.619
Net charge: 0
ΔE to the lowest compared entry with this formula, charge and spin, kJ/mol: 212.4
Spin multiplicity: 1

DFT (ωB97M-V/def2-TZVPD) results for a molecular structure, C2H2AgFLiO2 in a non-equilibrium geometry.

Last column: Mulliken spin population.
Geometry (Å):
1 C -1.552 -0.127 -0.367  0.01
2 Ag 2.606 0.541 -0.672  0.04
3 C -0.294 0.359 -1.046  0.27
4 H -1.362 1.166 -1.181  0.26
5 H -0.261 0.324 -2.149  0.03
6 F -2.182 0.713 0.523  0.00
7 Li 0.132 -1.997 0.469  0.00
8 O -1.567 -1.317 -0.026  0.10
9 O 0.792 -0.072 -0.428  0.29

Computed properties:
Largest force on an atom, eV/Å: 8.69
Frontier orbital gap (spin up / spin down), eV: 8.9 / 7.8
HOMO (spin up / spin down), eV: -20.095 / -20.595
Net charge: +2
<S²>: 0.756
ΔE to the lowest compared entry with this formula, charge and spin, kJ/mol: 273.7
Spin multiplicity: 2

DFT (ωB97M-V/def2-TZVPD) results for a molecular structure, C3H11N3O in a non-equilibrium geometry.

Last column: Löwdin charge in e.
Geometry (Å):
1 N -0.320 -1.449 -0.377  0.04
2 C -2.172 0.235 -0.555  -0.03
3 H 0.940 -1.060 -0.565  0.08
4 C -0.900 -0.300 0.084  -0.60
5 H 0.994 1.951 1.517  0.09
6 H -0.596 -1.638 -1.338  0.08
7 H -2.035 0.364 -1.629  0.08
8 H 1.593 0.435 1.758  0.09
9 N 1.339 1.003 -0.166  -0.15
10 N 1.636 1.258 1.157  0.00
11 H -2.440 1.195 -0.116  0.08
12 H -2.996 -0.460 -0.384  0.08
13 H -0.850 -1.168 1.794  0.09
14 H 2.760 -0.540 -0.104  0.09
15 C 1.936 -0.111 -0.674  -0.16
16 H -0.034 0.596 -0.156  0.11
17 O -0.968 -0.256 1.499  -0.04
18 H 2.114 -0.056 -1.744  0.08

Computed properties:
Largest force on an atom, eV/Å: 1.16
Frontier orbital gap, eV: 9.1
HOMO, eV: -8.688
Net charge: 0
ΔE to the lowest compared entry with this formula, charge and spin, kJ/mol: 428.2
Spin multiplicity: 1

DFT (ωB97M-V/def2-TZVPD) results for 3 unconnected molecules or ions with the total composition C2H10O3 in a non-equilibrium geometry.

Last column: Löwdin charge in e.
Geometry (Å):
1 H -2.220 -0.519 -3.600  0.06
2 H -0.260 -1.189 -0.573  0.06
3 H 1.905 0.033 1.567  0.00
4 H -0.567 -1.196 1.194  0.06
5 C -0.744 -0.657 0.245  -0.06
6 O -2.179 -0.648 -2.602  -0.13
7 H 1.580 -0.801 2.712  0.04
8 H -0.575 1.260 1.403  0.11
9 H -1.660 0.224 -2.432  0.07
10 H -0.941 1.560 -0.362  0.10
11 O 1.051 1.035 0.036  -0.11
12 H 1.389 1.894 0.316  0.09
13 C -0.327 0.945 0.354  -0.27
14 H -1.817 -0.620 0.015  0.05
15 O 2.327 -0.683 2.087  -0.08

Computed properties:
Largest force on an atom, eV/Å: 3.88
Structure (SMILES): CCO.O.O
Frontier orbital gap, eV: 11.4
HOMO, eV: -10.904
Net charge: 0
ΔE to the lowest compared entry with this formula, charge and spin, kJ/mol: 77.2
Spin multiplicity: 1

DFT (ωB97M-V/def2-TZVPD) results for a molecular structure, C39H47BiN9O2S3Si2.

Last column: Löwdin charge in e.
Geometry (Å):
1 C 3.238 -2.135 1.184  -0.22
2 Si -0.049 -0.576 3.584  0.39
3 H -2.422 7.472 -0.157  0.11
4 H -3.196 -4.048 0.678  0.01
5 H 3.269 3.404 -0.779  0.07
6 H 2.386 -0.178 3.985  0.01
7 C 0.672 1.775 -2.399  -0.27
8 C -3.476 1.913 -3.382  -0.13
9 C -5.185 6.022 -1.467  -0.11
10 H 5.491 -2.410 -3.674  0.08
11 H -1.740 -3.628 -0.235  0.01
12 H -1.099 0.563 5.529  0.02
13 H -3.040 3.864 -4.202  0.09
14 H -3.653 -4.057 2.879  0.09
15 H 5.499 -1.164 -0.120  0.07
16 C 0.017 2.795 0.601  -1.28
17 C -2.663 -3.228 0.190  -0.23
18 S -0.327 4.383 -0.236  0.87
19 C 2.275 2.524 0.713  -0.80
20 H 1.556 -0.599 5.488  0.02
21 H -0.726 -1.479 -2.530  0.05
22 H 1.970 -1.863 4.314  0.02
23 N 1.438 1.873 -1.386  0.14
24 C 3.116 -2.062 -2.852  -0.50
25 H -0.217 1.726 4.512  0.00
26 H 1.845 -5.689 1.502  0.10
27 C -0.873 0.853 4.499  -0.24
28 H -1.874 4.317 1.564  0.04
29 C 3.737 -0.743 1.010  -0.28
30 C -4.268 7.013 -1.149  -0.10
31 H 5.808 -0.872 1.600  0.09
32 H -5.654 3.932 -1.314  0.10
33 Si -2.323 -1.820 1.404  0.40
34 H -1.596 -4.269 6.614  0.09
35 C 1.628 -0.832 4.422  -0.24
36 H 5.468 0.467 0.511  0.06
37 O 4.004 -1.495 -2.228  0.02
38 C 5.207 -0.562 0.741  -0.03
39 H 5.165 -3.055 0.892  0.10
40 N 3.073 3.614 0.197  0.07
41 C -3.881 -0.766 1.497  -0.23
42 H -4.435 8.033 -1.472  0.09
43 C 4.114 -3.216 1.077  -0.02
44 C 4.930 -3.268 -4.031  -0.04
45 H 1.517 2.387 -4.274  0.07
46 H -4.772 -1.390 1.622  0.02
47 C -2.654 2.999 -3.677  -0.13
48 H 2.397 1.063 -3.464  0.07
49 H 4.301 -5.349 1.093  0.10
50 C 3.628 -4.505 1.189  -0.07
51 C -1.100 -2.114 4.016  -0.32
52 C -2.078 -2.605 3.129  -0.32
53 C 1.411 1.472 -3.685  -0.03
54 N 3.518 -2.990 -3.857  -0.06
55 Bi -0.103 -0.427 0.913  1.20
56 N 3.228 1.483 0.992  0.00
57 N 1.937 -2.333 1.433  0.02
58 S 1.157 3.040 2.073  0.88
59 S -1.454 1.822 0.972  0.44
60 N 1.129 2.127 -0.087  -0.30
61 C -2.901 5.390 0.009  -0.30
62 H -3.614 -0.030 -2.471  0.10
63 C -1.739 -3.803 5.646  -0.11
64 H -1.280 5.962 1.283  0.07
65 H -3.999 -0.161 0.595  0.01
66 H 5.144 -3.441 -5.086  0.08
67 H -1.800 1.153 4.006  0.00
68 C -2.719 -4.274 4.782  -0.11
69 C 2.275 -4.701 1.413  -0.06
70 H -0.193 -2.365 5.952  0.09
71 H -1.060 -2.694 -3.802  0.10
72 C 0.891 -2.490 -3.403  -0.39
73 H 2.520 4.464 0.231  0.04
74 C 1.278 -3.409 -4.450  -0.02
75 H -3.617 3.373 -0.040  0.08
76 C -1.667 5.064 0.799  -0.43
77 H 4.183 1.762 0.822  0.11
78 C 1.478 -3.575 1.533  -0.14
79 C -2.979 0.818 -2.703  -0.03
80 C -0.948 -2.731 5.263  -0.11
81 H -4.517 1.926 -3.688  0.09
82 H -3.816 -0.084 2.348  0.02
83 C -0.811 1.864 -2.576  -0.16
84 H 0.545 -3.903 -5.071  0.10
85 C -1.632 0.751 -2.273  -0.43
86 N 1.794 -1.867 -2.659  0.20
87 C -2.881 -3.677 3.541  -0.12
88 O -1.160 -0.292 -1.660  -0.31
89 N -0.401 -2.267 -3.174  0.17
90 H 0.416 -3.673 1.741  0.10
91 C 2.593 -3.622 -4.618  -0.09
92 H 0.849 0.755 -4.285  0.08
93 H 2.979 -4.295 -5.374  0.12
94 C -4.954 4.716 -1.054  -0.08
95 C -1.327 2.943 -3.287  -0.09
96 H 5.237 -4.144 -3.454  0.09
97 C -3.818 4.399 -0.328  -0.04
98 N 2.873 0.199 1.078  0.06
99 H -3.352 -5.105 5.073  0.09
100 H -3.271 -2.868 -0.642  0.02
101 H -6.071 6.264 -2.042  0.09
102 H -0.668 3.772 -3.526  0.11
103 C -3.135 6.695 -0.412  -0.06

Computed properties:
Largest force on an atom, eV/Å: 0.40
Frontier orbital gap, eV: 6.4
HOMO, eV: -4.075
Net charge: -1
ΔE to the lowest compared entry with this formula, charge and spin, kJ/mol: 54.3
Spin multiplicity: 1